Here is a 6-piece molecular cluster, C24H45BN6O14S3 overall from OMol25. Energies are from the ωB97M-V functional and the def2-TZVPD basis.

```
! wB97M-V def2-TZVPD RIJCOSX def2/J DEFGRID3
* xyz 0 1
B -0.931 -3.226 -0.893
H -0.968 -4.821 0.539
C -2.876 1.282 -2.576
H -0.765 -0.212 -8.701
C -3.938 0.396 -1.960
H -4.389 -1.208 0.386
C 4.569 -2.631 6.928
C -1.052 3.061 -3.759
H 0.567 8.030 -1.249
S 1.119 -4.367 -2.502
C -2.713 -1.349 -0.941
N 5.155 -1.775 5.861
C -2.430 -2.862 -1.185
H 4.819 -2.175 7.883
H -3.097 -3.423 -0.529
C 7.766 0.387 8.271
H 2.142 -4.350 -1.611
O -5.382 2.476 -7.108
H -2.440 4.616 -3.120
O 0.327 -5.557 -2.359
O -3.622 -0.975 -1.958
H -4.002 3.052 -2.116
O 4.405 -1.291 5.045
O -4.006 0.950 -6.461
H 1.658 0.388 2.587
H 8.764 0.798 8.175
H -0.444 -0.779 5.131
H 7.034 1.172 8.432
C -1.712 0.806 -3.163
C 0.916 -3.876 0.929
H 2.371 -2.565 -0.037
C -0.760 -0.198 -7.615
H 0.941 -1.732 0.618
C -0.564 -3.802 0.521
H 0.101 2.147 2.633
H -1.274 -2.109 4.280
H 1.396 0.276 4.315
H -3.090 3.484 -7.784
H -3.054 -0.177 0.830
H -4.838 0.504 -2.565
C -0.835 -1.126 4.171
C 1.654 -2.538 0.778
H -1.763 -0.042 -7.221
O 8.741 -0.646 10.103
O 0.033 5.921 -2.252
N 0.266 -1.102 3.202
C 0.896 0.247 3.342
H -2.271 2.608 -6.457
C -3.183 3.094 -6.775
H -0.314 1.775 4.302
H 1.390 -4.693 0.388
H 0.949 -4.181 1.972
C -0.810 1.694 -3.745
O 1.709 -4.147 -3.795
N -0.866 6.688 -1.994
H -1.132 -3.253 1.277
C -0.180 1.343 3.304
H -1.017 8.046 -0.414
C 1.241 -2.062 3.448
O -1.432 0.872 2.861
N 7.727 -0.509 9.457
H -0.857 8.776 -2.038
C -2.203 3.559 -3.150
H 0.684 -2.082 -1.940
H -0.316 -1.100 -7.213
H -3.463 3.879 -6.079
N 0.069 0.962 -7.188
H -2.624 -0.749 3.047
O -0.293 2.066 -7.545
C -1.926 -0.179 3.656
H -0.473 -2.821 -3.011
C 0.099 -2.990 -2.100
N -4.281 2.091 -6.781
H -1.510 -0.256 -3.171
H -2.500 0.211 4.503
C -0.509 7.993 -1.372
C -3.305 -1.175 0.466
O 6.361 -1.621 5.886
H 3.497 -2.676 6.778
H -0.367 3.750 -4.230
S 1.238 -3.159 4.649
H 5.021 -3.614 6.839
H -1.760 -0.815 -1.010
O 1.043 0.735 -6.504
H 7.507 -0.217 7.407
H -4.188 0.789 -0.971
S 2.593 -2.087 2.278
C -3.100 2.664 -2.576
O -2.047 6.490 -2.201
H -2.922 -1.921 1.151
H -2.735 -3.124 -2.198
O 6.664 -1.050 9.695
H 0.096 1.320 -4.200
*
```

Calculated values
Energy (hartree): -3542.24656
SMILES: C[C@@H](CB(CCCSC(=S)N1CCOCC1)C[SH](=O)=O)OCc1ccccc1.C[N+](=O)[O-].C[N+](=O)[O-].C[N+](=O)[O-].C[N+](=O)[O-].C[N+](=O)[O-]